Entry 1:
{"formula": "C22H24N4O6", "method": "ωB97M-V/def2-TZVPD", "homo_ev": -8.6, "gap_ev": 7.5, "e_above_lowest_kj_mol": 552.5, "elements": ["C", "H", "H", "N", "H", "H", "H", "C", "H", "H", "H", "C", "O", "C", "C", "O", "O", "O", "C", "H", "C", "H", "H", "N", "C", "C", "C", "C", "H", "C", "C", "H", "N", "C", "H", "C", "H", "H", "H", "H", "H", "C", "H", "O", "O", "C", "H", "H", "N", "C", "C", "C", "C", "H", "C", "H"], "xyz": [[4.391, -2.335, 1.292], [-1.091, 1.198, -0.706], [2.942, 4.969, 1.154], [-4.438, -2.151, 0.441], [3.754, 0.675, 2.364], [-0.910, -3.049, -1.084], [4.587, -1.171, -2.617], [-3.165, -2.129, 0.129], [1.389, -2.904, -1.821], [3.066, -3.506, 2.529], [4.935, -3.285, 1.194], [2.244, 4.132, 1.101], [2.818, -0.577, -1.980], [4.025, -2.524, -1.038], [-0.515, 0.318, -0.939], [2.215, 1.777, 1.544], [2.560, -1.604, 2.805], [4.352, -1.683, 0.042], [-5.129, -1.014, 0.361], [1.384, -0.008, 3.049], [0.439, 3.459, -0.319], [3.188, -3.180, -0.771], [0.371, 2.713, 0.477], [-7.641, -1.000, 0.858], [2.911, 0.557, 1.664], [3.677, -1.656, -2.257], [1.937, -0.479, 2.231], [-4.470, 0.186, 0.016], [1.351, 3.447, -2.259], [3.020, 2.814, 1.021], [3.006, -2.600, 1.919], [4.883, -3.164, -1.300], [-3.196, 0.188, -0.341], [-2.521, -0.962, -0.336], [3.941, 2.898, 1.616], [0.879, -1.997, -1.538], [-0.214, 2.596, -2.210], [-2.639, -3.063, 0.261], [-0.510, 4.003, -0.393], [3.308, 0.246, 0.690], [2.258, -2.756, 1.127], [0.795, 0.415, -1.357], [3.293, 2.595, -0.020], [1.462, 1.572, -1.578], [1.444, 4.410, -0.021], [1.530, -0.773, -1.623], [3.271, -2.296, -3.052], [1.634, 4.111, 2.016], [-5.752, 2.407, 0.062], [-6.517, -1.026, 0.641], [-0.438, -2.080, -1.122], [-1.142, -0.927, -0.793], [-5.167, 1.424, 0.039], [1.222, -0.784, 1.453], [0.723, 2.774, -1.669], [4.953, -1.674, 1.954]]}



Entry 2:
{"formula": "C6H9N3O", "method": "ωB97M-V/def2-TZVPD", "homo_ev": -7.7, "gap_ev": 8.4, "e_above_lowest_kj_mol": 231.5, "elements": ["H", "H", "H", "C", "N", "H", "C", "H", "C", "N", "C", "C", "N", "C", "O", "H", "H", "H", "H"], "xyz": [[0.873, -2.137, -1.141], [-3.067, 0.881, 0.289], [1.624, 1.864, -0.971], [1.609, 0.448, 0.381], [-0.677, 2.499, -0.016], [0.142, 2.925, 0.406], [-1.763, -0.903, 0.175], [3.151, -0.184, -0.238], [0.233, -2.293, -0.264], [-0.420, -1.059, 0.127], [-0.841, 1.143, 0.270], [0.177, 0.180, 0.351], [2.220, 1.162, -0.543], [-2.072, 0.444, 0.278], [2.427, -0.554, 0.647], [-0.540, -3.026, -0.514], [-1.500, 3.049, 0.201], [0.845, -2.688, 0.555], [-2.420, -1.752, 0.007]]}



Entry 3:
{"formula": "C29H28FN3O3S", "method": "ωB97M-V/def2-TZVPD", "homo_ev": -8.0, "gap_ev": 7.8, "e_above_lowest_kj_mol": 11.7, "elements": ["C", "C", "C", "C", "C", "H", "C", "H", "H", "H", "N", "C", "C", "H", "H", "H", "O", "H", "H", "H", "C", "C", "C", "H", "O", "H", "H", "C", "H", "F", "C", "H", "C", "H", "H", "H", "C", "S", "C", "C", "C", "C", "H", "C", "C", "C", "H", "N", "C", "H", "H", "H", "H", "C", "H", "C", "H", "C", "N", "C", "C", "O", "C", "H", "H"], "xyz": [[2.244, 2.425, 0.645], [0.818, -1.431, 1.710], [-1.926, -7.999, 0.829], [0.228, -2.394, 0.973], [2.220, 1.413, -0.311], [1.062, 0.665, 3.282], [-0.793, 6.558, -0.923], [3.450, 5.585, -2.213], [-3.397, -5.623, 0.476], [1.087, -8.021, -1.519], [-1.064, -4.491, 1.113], [0.035, -6.952, 0.000], [2.740, 3.800, 0.357], [1.826, 7.437, -1.706], [1.354, 8.721, 0.199], [-1.483, 6.065, -0.231], [-0.683, 8.539, 0.482], [0.769, 8.543, 1.873], [1.807, -0.631, -0.725], [3.407, 6.022, -0.492], [-2.206, -3.057, -2.112], [-1.846, -4.216, -0.013], [1.837, 2.135, 1.946], [-0.498, -9.915, -1.533], [3.301, 4.478, 1.198], [0.734, -6.128, 0.009], [-2.033, 8.344, -0.993], [-0.990, 8.076, -0.815], [-3.933, -3.617, -3.237], [-3.005, -7.997, 1.648], [1.769, 0.150, 0.017], [-2.453, -9.890, 0.002], [-1.459, -3.267, -0.960], [1.884, 6.426, 1.039], [-0.358, 8.591, -1.557], [-4.690, -5.254, -1.535], [1.548, 6.379, -1.580], [-0.010, -2.282, -0.764], [-1.268, -5.761, 1.797], [0.234, -8.018, -0.858], [-3.778, -4.696, -1.388], [-1.055, -6.920, 0.862], [-1.015, 6.223, -1.938], [1.383, 0.877, 2.273], [1.318, -0.137, 1.308], [-1.744, -9.077, -0.015], [-0.522, -5.790, 2.599], [2.549, 4.222, -0.918], [-3.360, -3.778, -2.337], [1.115, 6.034, -2.526], [1.915, 3.707, -1.507], [-1.861, -2.322, -2.822], [-2.257, -5.800, 2.261], [-3.034, -4.911, -0.244], [2.591, 1.597, -1.309], [2.832, 5.580, -1.308], [0.186, 6.185, 1.471], [0.861, 6.678, 0.764], [0.550, 6.140, -0.554], [-0.653, -9.082, -0.866], [-0.128, -3.654, 1.661], [0.424, -3.942, 2.710], [0.639, 8.192, 0.849], [1.892, 2.917, 2.688], [0.892, -1.651, 2.769]]}



Entry 4:
{"formula": "C4H7NO", "method": "ωB97M-V/def2-TZVPD", "homo_ev": [-8.6, -8.6], "gap_ev": [8.4, 8.4], "e_above_lowest_kj_mol": 581.7, "elements": ["H", "H", "H", "C", "C", "H", "H", "H", "C", "H", "N", "C", "O"], "xyz": [[1.172, -1.386, -0.267], [1.756, 1.584, -1.214], [-0.732, -0.129, -1.508], [1.461, -0.399, 0.109], [-1.515, -0.581, 1.156], [0.062, 0.098, -1.797], [-0.775, -1.282, 1.600], [2.197, -0.390, 0.912], [-0.948, 0.435, 0.268], [-1.559, 1.296, 0.009], [0.389, 0.587, 0.225], [1.229, 0.738, -0.800], [-2.703, -0.699, 1.374]]}



Entry 5:
{"formula": "C50H44As2CrF2GeNO10S2", "method": "ωB97M-V/def2-TZVPD", "homo_ev": [-7.9, -7.6], "s2": 4.0376, "spin_multiplicity": 4, "gap_ev": [6.8, 6.6], "elements": ["O", "C", "H", "H", "H", "C", "C", "C", "H", "O", "C", "C", "C", "S", "O", "C", "H", "C", "C", "H", "H", "C", "H", "C", "H", "H", "H", "O", "S", "As", "C", "O", "F", "C", "H", "C", "F", "C", "H", "H", "C", "O", "H", "H", "H", "H", "C", "H", "As", "C", "H", "C", "C", "H", "H", "C", "C", "C", "O", "H", "H", "H", "C", "H", "H", "H", "H", "O", "C", "C", "C", "H", "C", "C", "Ge", "C", "H", "C", "C", "H", "C", "C", "C", "H", "H", "C", "H", "C", "C", "H", "C", "H", "H", "C", "N", "C", "H", "O", "C", "C", "C", "C", "H", "C", "Cr", "H", "C", "H", "O", "H", "C", "H", "C"], "xyz": [[-0.524, 0.094, 3.539], [4.468, -0.250, 1.008], [-1.197, 2.617, 4.095], [3.198, 5.519, 2.569], [4.007, 4.463, 1.386], [-3.031, 5.293, 3.148], [-5.573, -2.232, 2.040], [-4.303, -4.773, -0.808], [-1.515, -0.485, 5.233], [5.984, 1.669, 3.812], [1.756, -5.066, -3.931], [0.798, 0.229, -3.452], [1.433, 2.835, 2.121], [-0.902, 1.723, 1.266], [-1.483, -2.843, 1.834], [-5.543, -4.462, -1.344], [1.756, -5.650, -1.866], [1.182, -4.244, -4.888], [-2.357, 4.399, 3.967], [7.430, -1.258, 1.722], [-6.615, -3.212, -2.721], [6.550, -1.313, 1.089], [0.326, 3.643, -1.806], [-1.698, 3.305, 3.427], [4.657, 0.092, 4.178], [1.685, -2.064, -1.082], [-1.257, 3.981, -5.345], [1.396, 0.943, 4.354], [-3.290, 0.079, -1.165], [2.919, 3.131, 3.330], [-1.186, 3.263, -4.538], [5.592, -0.437, 1.699], [3.735, -2.484, -2.546], [-0.209, 1.292, -3.588], [-2.292, 3.907, 0.154], [-1.970, -2.020, 1.089], [1.985, 0.713, -5.457], [-4.049, -0.898, 0.093], [-0.274, -2.727, -5.289], [-4.214, -5.550, -0.059], [5.471, 1.969, 2.606], [1.431, 2.954, -0.207], [3.703, -1.041, -4.705], [-6.156, -2.749, 2.790], [-2.122, -1.349, -4.091], [5.960, 0.361, 5.355], [-3.172, -4.083, -1.225], [-3.528, 5.799, 1.123], [1.742, 0.242, 0.988], [0.161, -3.370, -4.532], [4.558, 1.459, 5.316], [1.361, 3.639, -1.461], [1.355, 3.688, 0.914], [-2.471, 2.474, -1.534], [-0.864, -1.793, 4.210], [3.815, 4.632, 2.442], [1.710, -1.446, -1.971], [1.672, -1.400, 2.055], [4.177, -0.875, 0.015], [-2.349, 4.545, 5.039], [2.010, -1.241, 3.078], [-0.021, -4.091, -1.229], [2.770, -1.600, -2.842], [0.329, 2.089, -5.499], [4.763, 4.770, 2.961], [-2.217, -4.341, -0.784], [-3.692, -3.030, 2.695], [1.269, 4.891, 0.934], [3.996, 1.732, 2.406], [-0.304, 2.204, -4.636], [-0.303, -3.309, -3.220], [-6.427, -4.995, -1.017], [-4.518, -2.765, -2.704], [-1.686, 3.112, 2.050], [-1.713, -2.031, -2.761], [0.658, 1.579, 2.159], [-5.929, -0.152, -0.605], [-1.960, 3.404, -3.398], [-4.204, -2.384, 1.995], [1.719, 4.661, -1.367], [5.229, 0.846, 4.714], [0.710, -0.533, -2.275], [-3.430, -1.730, 1.034], [-2.641, 4.232, -3.264], [-4.617, -1.969, -3.434], [0.555, 0.865, 3.489], [6.779, -0.977, 0.080], [-5.444, -0.774, 0.136], [1.305, -5.016, -2.618], [6.159, -2.328, 1.052], [0.288, -4.142, -2.267], [0.238, -0.829, 5.249], [1.979, 3.067, -2.148], [-0.663, -0.815, 4.642], [-1.033, 1.387, -2.516], [-3.024, 5.098, 1.776], [2.350, -2.087, 1.544], [-1.200, -1.328, 0.262], [-1.859, 2.435, -2.423], [3.543, 0.753, 1.623], [-6.194, -1.421, 1.096], [2.876, -0.894, -4.026], [2.557, -5.742, -4.205], [-2.341, 4.023, 1.228], [-0.980, -0.250, -1.158], [-3.550, 6.141, 3.576], [-3.263, -3.068, -2.176], [0.668, -1.819, 2.025], [6.143, 2.517, 1.778], [-7.270, -1.300, 1.103], [-5.649, -3.459, -2.299], [1.532, -4.278, -5.912], [1.877, 0.013, -4.303]]}



Quick rundown of DFT total energy, same order as above: -41445.2244; -12883.5454; -54693.4925; -7793.6160; -308247.7574 eV